Model A:
An isolated molecule of C6H11P. Source: the Open Molecules 2025 dataset; level of theory: ωB97M-V/def2-TZVPD.

Structure (ORCA input):
```
! wB97M-V def2-TZVPD RIJCOSX def2/J DEFGRID3
* xyz 0 1
C -0.77971 1.45257 2.00045
P -0.16157 0.40448 0.79168
C 1.57813 -1.02315 0.75729
C 0.53848 1.47627 -0.53725
C 0.13907 0.89561 -1.70580
C -0.65523 -0.30739 -1.68283
C -1.28391 -0.53893 -0.31590
H -0.08440 2.13090 2.39815
H -1.14982 0.96107 2.80160
H 1.71785 -1.81524 1.48817
H 1.43820 -1.43128 -0.15260
H 2.41696 -0.38543 0.91694
H 1.16616 2.34085 -0.41590
H 0.45242 1.46341 -2.67669
H -1.33038 -0.26266 -2.52468
H 0.07447 -1.25228 -1.91887
H -2.13206 0.11855 -0.28495
H -1.58061 -1.51482 0.12715
*
```

Values from the calculation:
SMILES	C=[P@]1(C)C=CCC1
gap between HOMO and LUMO	8.13	eV

These are the natural (NBO) partial charges, in e, on atoms 1 to 4: -1.11, 1.37, -0.85, -0.50

Model B:
An isolated molecule of C6H11P. Source: the Open Molecules 2025 dataset; level of theory: ωB97M-V/def2-TZVPD.

Structure (ORCA input):
```
! wB97M-V def2-TZVPD RIJCOSX def2/J DEFGRID3
* xyz 0 1
C 0.89135 2.70494 -0.65486
C 0.99949 1.40975 -0.43781
C 1.71252 0.43343 -1.31387
P 0.21792 0.65029 1.27626
C -0.74092 -0.67070 0.88946
C -1.30982 -1.40828 2.06900
C -1.11559 -1.22883 -0.44339
H 0.35299 3.35632 0.01030
H 1.33206 3.17016 -1.52713
H 2.04053 -0.43208 -0.74047
H 1.05247 0.07883 -2.10712
H 2.57895 0.89646 -1.78452
H -1.02697 -2.45989 2.02513
H -2.39929 -1.35536 2.06717
H -0.94516 -0.98596 3.00432
H -0.47289 -2.07806 -0.68637
H -2.14225 -1.59213 -0.41296
H -1.02538 -0.48890 -1.23316
*
```

Values from the calculation:
SMILES	C=C(C)P=C(C)C
gap between HOMO and LUMO	9.28	eV

These are the natural (NBO) partial charges, in e, on atoms 1 to 4: -0.42, -0.21, -0.67, 0.59

What should be chosen as the least stable of them? Choose model A.

Model A:
An isolated molecule of C6H11P. Source: the Open Molecules 2025 dataset; level of theory: ωB97M-V/def2-TZVPD.

Structure (ORCA input):
```
! wB97M-V def2-TZVPD RIJCOSX def2/J DEFGRID3
* xyz 0 1
C -0.51960 2.27210 -0.36031
C -1.21427 1.28863 0.01914
P -1.29057 -0.14917 0.87014
C -2.14448 -1.22986 -0.35074
C 0.49715 -0.50498 0.64107
C 1.11206 -1.13815 -0.59535
C 1.51091 0.42313 1.24334
H 0.58297 2.34163 -0.29725
H -0.94917 3.25188 -0.88179
H -1.75051 -2.15434 -0.16896
H -2.14339 -0.96559 -1.51188
H -3.10204 -1.23187 0.01775
H 0.42771 -1.53410 -1.26994
H 1.77091 -0.43568 -1.04397
H 1.70229 -2.01378 -0.22576
H 2.44486 -0.24771 1.05281
H 1.58619 1.28811 0.59774
H 1.47897 0.73974 2.26395
*
```

Values from the calculation:
SMILES	C=C=P(C)=C(C)C
gap between HOMO and LUMO (spin up / spin down)	8.15 / 7.56	eV

These are the natural (NBO) partial charges, in e, on atoms 1 to 4: -0.51, -0.30, 0.81, -0.90

Model B:
A cluster of 2 separate species, C6H11P in total. Source: the Open Molecules 2025 dataset; level of theory: ωB97M-V/def2-TZVPD.

Structure (ORCA input):
```
! wB97M-V def2-TZVPD RIJCOSX def2/J DEFGRID3
* xyz 0 1
C -2.74422 -1.03856 -1.02070
C -2.18665 -0.50080 0.01997
C 1.67096 -0.27451 0.03380
C -2.47543 0.51641 1.02729
C 3.13876 -0.58409 0.12300
C 1.33676 1.11270 -0.41221
P 0.57311 -1.45991 0.45874
H -2.26177 -1.80086 -1.61119
H -3.74144 -0.75370 -1.36402
H -1.64960 1.22343 1.11208
H -3.38606 1.06936 0.76835
H -2.61587 0.04808 2.00244
H 3.60469 -0.49876 -0.86126
H 3.30585 -1.59403 0.49669
H 3.63719 0.12144 0.79080
H 0.27373 1.21769 -0.62294
H 1.61496 1.82517 0.36846
H 1.90501 1.37095 -1.30929
*
```

Values from the calculation:
gap between HOMO and LUMO (spin up / spin down)	7.88 / 8.01	eV

These are the natural (NBO) partial charges, in e, on atoms 1 to 4: -0.54, 0.12, -0.41, -0.73

What should be chosen as the least stable of them? Choose model A.

Model A:
A structure of composition C5H4. Source: the Open Molecules 2025 dataset; level of theory: ωB97M-V/def2-TZVPD.

Structure (ORCA input):
```
! wB97M-V def2-TZVPD RIJCOSX def2/J DEFGRID3
* xyz 0 1
C 1.19132 0.08778 -0.07499
C -0.28255 -1.59678 -0.06231
C -1.10926 0.26493 -0.05086
C 0.08540 -0.46180 -0.85785
C 0.02356 -0.39133 0.77848
H 2.18295 -0.32605 -0.06808
H 1.23009 1.11793 0.05096
H -2.11658 -0.09144 0.04608
H -1.20493 1.39675 0.23857
*
```

Values from the calculation:
gap between HOMO and LUMO	9.06	eV

These are the natural (NBO) partial charges, in e, on atoms 1 to 4: -0.41, 0.17, -0.47, -0.14

Model B:
A structure of composition C5H4. Source: the Open Molecules 2025 dataset; level of theory: ωB97M-V/def2-TZVPD.

Structure (ORCA input):
```
! wB97M-V def2-TZVPD RIJCOSX def2/J DEFGRID3
* xyz 0 1
C -0.99741 0.40694 -0.25876
C -0.41100 -0.93005 -0.24727
C 0.33532 0.98331 -0.11872
C 0.88679 -0.32542 -0.28663
C -0.15656 -0.01562 1.02143
H -1.98918 0.79830 -0.30877
H -0.79715 -1.92592 -0.28701
H 0.72862 1.97052 -0.00729
H 2.40056 -0.96207 0.49301
*
```

Values from the calculation:
gap between HOMO and LUMO	9.19	eV

These are the natural (NBO) partial charges, in e, on atoms 1 to 4: -0.23, -0.27, -0.26, 0.00

Model C:
A structure of composition C5H4. Source: the Open Molecules 2025 dataset; level of theory: ωB97M-V/def2-TZVPD.

Structure (ORCA input):
```
! wB97M-V def2-TZVPD RIJCOSX def2/J DEFGRID3
* xyz 0 1
C 0.02184 1.58814 0.40353
C -0.24644 0.19609 -0.08766
C -0.10193 -1.04866 -0.19365
C 0.02815 -2.35586 -0.32531
C 0.18210 -3.60037 -0.44478
H -0.87091 2.08532 0.79701
H 0.48779 2.22595 -0.35632
H 0.73548 1.52476 1.23861
H -0.97568 -0.40499 -1.00443
*
```

Values from the calculation:
gap between HOMO and LUMO	8.88	eV

These are the natural (NBO) partial charges, in e, on atoms 1 to 4: -0.65, -0.14, 0.22, -0.64

Model D:
A cluster of 2 separate species, C5H4 in total. Source: the Open Molecules 2025 dataset; level of theory: ωB97M-V/def2-TZVPD.

Structure (ORCA input):
```
! wB97M-V def2-TZVPD RIJCOSX def2/J DEFGRID3
* xyz 0 1
C -0.34219 -0.80546 0.59195
C -0.42017 0.19287 -0.17946
C -0.44746 1.06124 -1.12249
C -0.60595 1.99751 -2.01019
C 0.65237 -2.66206 2.70694
H 0.25541 2.46636 -2.57258
H -1.53624 2.28812 -2.27083
H 0.88485 -1.51531 2.58559
H 1.55938 -3.02327 2.27107
*
```

Values from the calculation:
gap between HOMO and LUMO (spin up / spin down)	7.28 / 7.28	eV

These are the natural (NBO) partial charges, in e, on atoms 1 to 4: 0.22, -0.54, 0.34, -0.51

What should be chosen as the least stable of them? Choose model D.

Model A:
An isolated molecule of C5H14N2O. Source: the Open Molecules 2025 dataset; level of theory: ωB97M-V/def2-TZVPD.

Structure (ORCA input):
```
! wB97M-V def2-TZVPD RIJCOSX def2/J DEFGRID3
* xyz 0 1
C -2.00850 -0.26119 0.61256
C -0.66263 -0.57437 1.25988
N -0.31216 -1.98621 1.06214
C 0.50031 0.36124 0.86468
C 0.68563 0.77303 -0.60792
C 0.77039 -0.38610 -1.59625
N 1.88887 1.57771 -0.74683
O -0.36087 1.62838 -0.99787
H -2.26836 0.79429 0.74092
H -2.02115 -0.49048 -0.45709
H -2.80512 -0.85346 1.07760
H -0.79211 -0.45007 2.34322
H -0.36713 -2.22760 0.07410
H -1.01737 -2.56809 1.51660
H 0.35873 1.28204 1.45078
H 1.43467 -0.08320 1.23773
H 0.99744 -0.02134 -2.60645
H -0.18693 -0.90587 -1.69365
H 1.54168 -1.10987 -1.31436
H 1.86824 2.30686 -0.03422
H 2.69705 0.99961 -0.51598
H 0.05934 2.19467 -1.66959
*
```

Values from the calculation:
SMILES	C[C@@H](N)C[C@](C)(N)O
gap between HOMO and LUMO	10.18	eV

These are the natural (NBO) partial charges, in e, on atoms 1 to 4: -0.62, -0.05, -0.84, -0.43

Model B:
A cluster of 3 separate species, C5H14N2O in total. Source: the Open Molecules 2025 dataset; level of theory: ωB97M-V/def2-TZVPD.

Structure (ORCA input):
```
! wB97M-V def2-TZVPD RIJCOSX def2/J DEFGRID3
* xyz 0 1
C -0.19350 -0.26224 -0.08934
N -1.26348 -1.16147 -0.09870
C -2.15016 -0.98660 0.87951
C -2.27356 -0.00268 1.84001
C 3.80177 -1.15745 0.35173
O 1.95974 1.44128 0.39112
C -0.56273 1.01799 -0.92227
N -0.96778 0.67111 -2.23845
H 0.69090 -0.72702 -0.53191
H 0.07403 0.06597 0.91700
H 3.68456 -0.90056 -0.71058
H -3.09847 -0.10921 2.52930
H -2.95414 -1.72533 0.86665
H -1.64405 0.87712 1.79573
H 3.07699 -1.90527 0.66106
H 4.81577 -1.54015 0.46970
H 3.61815 -0.16334 0.76436
H 2.82718 1.86209 0.35342
H -1.37284 1.48919 -0.34026
H 0.30165 1.68469 -0.87934
H -0.57974 1.14941 -3.02585
H -1.21341 -0.29383 -2.33697
*
```

Values from the calculation:
gap between HOMO and LUMO	3.66	eV

These are the natural (NBO) partial charges, in e, on atoms 1 to 4: -0.30, -0.20, -0.09, -0.20

What should be chosen as the least stable of them? Choose model B.

Model A:
A cluster of 2 separate species, C5H14N2O in total. Source: the Open Molecules 2025 dataset; level of theory: ωB97M-V/def2-TZVPD.

Structure (ORCA input):
```
! wB97M-V def2-TZVPD RIJCOSX def2/J DEFGRID3
* xyz 0 1
C 0.39710 2.05441 -0.17872
C -0.01051 0.73205 -0.80078
C 0.91152 -0.06215 -1.34825
N 2.24253 0.36956 -1.53288
C -1.40734 0.25554 -0.41717
C -1.27254 -0.62845 0.83404
N -2.61470 -0.96393 1.30963
H 0.71437 2.86777 -0.83326
H 1.26445 1.92591 0.47849
H -0.40551 2.35667 0.49138
H 0.79781 -1.07253 -1.72222
H 2.74290 -0.15792 -2.16159
H 2.40881 1.35818 -1.55986
H -1.87391 -0.25642 -1.24613
H -1.99399 1.11494 -0.08999
H -0.77095 -1.53542 0.48196
H -0.71669 -0.16655 1.64438
H -3.28938 -1.05900 0.56720
H -2.67535 -1.82481 1.83206
O 1.55412 -1.96427 1.60970
H 1.49916 -1.39898 0.82528
H 2.49809 -1.94460 1.81673
*
```

Values from the calculation:
SMILES	C/C(=C\N)CCN.O
gap between HOMO and LUMO	8.86	eV

These are the natural (NBO) partial charges, in e, on atoms 1 to 4: -0.66, -0.07, -0.04, -0.83

Model B:
A cluster of 2 separate species, C5H14N2O in total. Source: the Open Molecules 2025 dataset; level of theory: ωB97M-V/def2-TZVPD.

Structure (ORCA input):
```
! wB97M-V def2-TZVPD RIJCOSX def2/J DEFGRID3
* xyz 0 1
C 0.12842 0.72221 1.92616
C -0.22333 1.44553 0.62680
N 0.15990 2.86138 0.63159
C 0.44386 0.81575 -0.60098
C 0.60370 -0.68800 -0.56008
C 0.40600 -1.43476 -1.65489
N 0.74644 -2.75845 -1.81126
H -0.36825 -0.24038 2.00716
H 1.20747 0.63078 2.05253
H -0.18319 1.35534 2.75848
H -1.30624 1.43198 0.50440
H -0.15616 3.32171 1.48718
H 1.17437 2.94214 0.72364
H 1.44749 1.25353 -0.69099
H -0.07499 1.10208 -1.51790
H 1.34998 -1.04342 0.14616
H -0.00911 -0.98800 -2.55053
H 1.07336 -3.25149 -0.99424
H 0.15057 -3.31662 -2.39981
O -2.32032 -1.48681 0.33852
H -1.40380 -1.33223 0.03568
H -2.84618 -1.34225 -0.45762
*
```

Values from the calculation:
SMILES	C[C@@H](N)C/C=C/N.O
gap between HOMO and LUMO	9.30	eV

These are the natural (NBO) partial charges, in e, on atoms 1 to 4: -0.63, -0.05, -0.82, -0.42

Model C:
A structure of composition C5H14N2O. Source: the Open Molecules 2025 dataset; level of theory: ωB97M-V/def2-TZVPD.

Structure (ORCA input):
```
! wB97M-V def2-TZVPD RIJCOSX def2/J DEFGRID3
* xyz 0 1
C 1.53560 -1.32407 1.11133
C 1.15130 -1.13187 -1.29049
C -0.26938 1.20594 1.65916
N 0.62105 -0.84568 0.06011
C -0.14222 0.82920 0.20611
N 0.33064 1.60266 -0.70287
H 0.49619 2.53945 -0.34035
H 1.76974 -2.37848 0.96020
H 2.44956 -0.72919 1.09220
H 1.05931 -1.22210 2.08530
H 2.06489 -0.55900 -1.43973
H 1.32262 -2.20412 -1.39803
H 0.41672 -0.81338 -2.02689
H 0.72253 1.34607 2.09990
H -0.82805 0.45671 2.22095
H -0.80576 2.15215 1.72744
C -2.33126 0.48136 -1.26016
O -1.70764 0.14213 -0.05637
H -0.31212 -1.28730 0.10633
H -1.89465 1.39038 -1.71200
H -3.40179 0.67829 -1.10021
H -2.24728 -0.32916 -2.00194
*
```

Values from the calculation:
gap between HOMO and LUMO	8.94	eV

These are the natural (NBO) partial charges, in e, on atoms 1 to 4: -0.42, -0.42, -0.70, -0.48

What should be chosen as the least stable of them? Choose model C.

Model A:
A cluster of 2 separate species, C5H14N2O in total. Source: the Open Molecules 2025 dataset; level of theory: ωB97M-V/def2-TZVPD.

Structure (ORCA input):
```
! wB97M-V def2-TZVPD RIJCOSX def2/J DEFGRID3
* xyz 0 1
C 0.79613 0.78158 2.12407
C 1.78935 -0.08093 1.37063
C 1.00683 -1.19654 0.64080
C 0.02955 -0.89938 -0.42499
N -1.22774 -1.46274 -0.16957
C 0.19454 -0.26642 -1.65301
N -0.70824 -0.26594 -2.78750
H 1.07484 1.77083 2.44857
H 0.32182 0.55389 3.17897
H -0.02889 0.96062 1.55211
H 2.69201 -0.43098 2.07104
H 2.39259 0.72997 0.86599
H 1.68448 -1.85537 0.06985
H 0.66536 -1.89470 1.36866
H -1.91995 -0.98242 -0.73467
H -1.55509 -1.29098 0.69294
H 1.28629 0.05940 -1.76172
H -0.66633 -1.00617 -3.31769
H -0.99825 0.68545 -3.14091
O -2.18358 1.71385 -0.57150
H -2.56240 1.70526 -1.44297
H -2.08331 2.67172 -0.37909
*
```

Values from the calculation:
SMILES	CCC/C(N)=C/N.O
gap between HOMO and LUMO	8.24	eV

These are the natural (NBO) partial charges, in e, on atoms 1 to 4: -0.63, -0.41, -0.47, 0.19

Model B:
A cluster of 3 separate species, C5H14N2O in total. Source: the Open Molecules 2025 dataset; level of theory: ωB97M-V/def2-TZVPD.

Structure (ORCA input):
```
! wB97M-V def2-TZVPD RIJCOSX def2/J DEFGRID3
* xyz 0 1
H -0.77088 1.65531 1.79585
N -1.40675 1.27794 1.09542
C -1.49715 1.94907 0.03937
C -2.36549 1.49506 -1.07726
H -0.95533 2.88224 -0.15243
H -1.71700 1.17030 -1.88905
H -2.99795 0.66735 -0.75713
H -2.98026 2.31704 -1.44322
C -0.79493 -1.73623 0.47848
C 0.63416 -1.68189 0.86103
N 1.49222 -1.13490 0.12306
C 2.86238 -1.04741 0.52805
H -1.29688 -0.87146 0.92085
H -0.90103 -1.66170 -0.60018
H -1.26561 -2.64646 0.84172
H 0.89954 -2.11659 1.83654
H 3.05755 -1.51970 1.49948
H 3.48091 -1.52225 -0.23423
H 3.14156 0.00563 0.57838
O 0.90653 1.15321 -1.41185
H 1.48677 1.02503 -2.16171
H 0.98760 0.34040 -0.87117
*
```

Values from the calculation:
SMILES	[H]/N=C/C.C/C=N/C.O
gap between HOMO and LUMO	10.58	eV

These are the natural (NBO) partial charges, in e, on atoms 1 to 4: 0.34, -0.67, 0.19, -0.69

Model C:
An isolated molecule of C5H14N2O. Source: the Open Molecules 2025 dataset; level of theory: ωB97M-V/def2-TZVPD.

Structure (ORCA input):
```
! wB97M-V def2-TZVPD RIJCOSX def2/J DEFGRID3
* xyz 0 1
C -1.18111 2.56439 1.70260
C -0.69722 1.85228 0.44698
N 0.70180 2.21891 0.19280
C -0.86804 0.34777 0.59911
N -0.23258 -0.39519 -0.48570
C -0.32956 -1.85471 -0.30896
C 0.62553 -2.51294 -1.28197
O 1.98619 -2.26455 -0.95932
H -1.20403 3.62493 1.52708
H -0.63359 2.28451 2.59922
H -2.21935 2.22579 1.86786
H -1.27371 2.15173 -0.43104
H 1.24030 1.92600 1.00862
H 1.06165 1.61021 -0.53412
H -0.38082 0.05726 1.53150
H -1.91862 0.03769 0.72065
H -0.68658 -0.15136 -1.36129
H -1.32627 -2.22235 -0.55222
H -0.06530 -2.01818 0.73050
H 0.46503 -3.58572 -1.28442
H 0.41017 -2.10357 -2.27658
H 2.04375 -1.30760 -0.85502
*
```

Values from the calculation:
SMILES	C[C@@H](N)CNCCO
gap between HOMO and LUMO	10.33	eV

These are the natural (NBO) partial charges, in e, on atoms 1 to 4: -0.61, -0.06, -0.82, -0.23

What should be chosen as the least stable of them? Choose model A.